--- a ---
This record from the OMol25 dataset describes an isolated molecule of C4H4O4. The level of theory is ωB97M-V/def2-TZVPD.

```
12
Properties=species:S:1:pos:R:3
H 1.652 -0.217 1.015
C 0.015 -0.003 0.177
O 2.123 -0.104 -0.837
H -0.450 1.845 1.359
O 0.739 -0.245 1.315
C -0.572 1.447 0.338
H 0.460 -0.335 -2.033
O -1.952 -1.174 -0.681
C -1.034 -1.202 0.080
H -0.898 -1.903 0.929
O -1.061 2.045 -0.588
C 0.978 -0.155 -1.073
```

Calculated values
LUMO = -0.189 eV
SMILES = O=CC(O)(C=O)C=O
frontier orbital gap = 9.898 eV


--- b ---
This record from the OMol25 dataset describes an isolated molecule of C4H4O4. The level of theory is ωB97M-V/def2-TZVPD.

```
12
Properties=species:S:1:pos:R:3
O 0.450 2.276 0.077
C 0.366 -0.758 0.472
C -0.510 0.149 -0.333
C -0.271 -2.033 0.959
O -1.429 -2.302 0.683
O 0.554 1.516 -2.019
H -1.357 0.487 0.273
H -0.906 -0.407 -1.190
C 0.209 1.342 -0.861
H 0.390 -2.673 1.563
O 1.537 -0.562 0.769
H 0.966 2.966 -0.392
```

Calculated values
LUMO = -1.039 eV
SMILES = O=CC(=O)CC(=O)O
frontier orbital gap = 9.411 eV


Stability, highest: b


--- a ---
This record from the OMol25 dataset describes a cluster of 2 separate species, CH2NO3S in total. The level of theory is ωB97M-V/def2-TZVPD.

```
8
Properties=species:S:1:pos:R:3
C -1.252 -0.058 0.074
O -0.914 -1.009 -0.899
N -0.311 -1.066 0.411
H -2.374 -0.098 0.291
S 1.731 0.017 -0.201
H -0.706 0.927 -0.033
O 2.710 -0.024 0.852
O 1.116 1.311 -0.495
```

Calculated values
LUMO (spin up / spin down) = 4.144 / 3.507 eV
spin multiplicity = 3
frontier orbital gap (spin up / spin down) = 4.525 / 7.900 eV
charge = -1


--- b ---
This record from the OMol25 dataset describes a cluster of 2 separate species, CH2NO3S in total. The level of theory is ωB97M-V/def2-TZVPD.

```
8
Properties=species:S:1:pos:R:3
C 0.348 1.664 0.062
O -0.505 -2.696 1.010
S -0.533 -1.822 -0.190
O 0.785 -1.690 -0.862
N -0.695 1.324 0.574
H 0.648 2.718 0.102
O -1.199 -0.526 -0.067
H 1.150 1.028 -0.629
```

Calculated values
LUMO (spin up / spin down) = 4.195 / 3.444 eV
spin multiplicity = 3
frontier orbital gap (spin up / spin down) = 7.208 / 8.577 eV
charge = -1


Stability, highest: b


--- a ---
This record from the OMol25 dataset describes an isolated molecule of C6H6N2. The level of theory is ωB97M-V/def2-TZVPD.

```
14
Properties=species:S:1:pos:R:3
H 1.321 1.355 -1.903
H 1.760 2.215 0.539
H -1.246 -1.584 1.790
H -1.438 -2.159 0.220
C -0.023 -0.224 -0.925
C 0.214 0.666 1.205
N -1.316 -1.312 0.838
N -0.789 -1.459 -3.065
C -0.455 -0.366 0.377
C 0.956 0.944 -0.985
H -0.504 1.363 1.659
C 1.160 1.381 0.259
H 0.800 0.158 2.017
C -0.441 -0.977 -2.027
```

Calculated values
LUMO = 0.647 eV
SMILES = N#CC1=C(N)CC=C1
frontier orbital gap = 8.777 eV


--- b ---
This record from the OMol25 dataset describes an isolated molecule of C6H6N2. The level of theory is ωB97M-V/def2-TZVPD.

```
14
Properties=species:S:1:pos:R:3
C 0.782 -0.598 -1.499
H -0.598 0.430 2.496
H 0.805 -1.746 -1.506
H 2.127 0.587 1.402
H -2.365 -0.462 -1.144
H -2.906 0.524 1.543
C -1.923 0.509 0.839
C 1.541 0.277 0.489
C -1.658 0.010 -0.544
H 1.227 -0.261 -2.630
N 1.914 -0.224 -0.622
N 0.231 0.027 0.530
C -0.617 0.383 1.451
C -0.343 -0.195 -0.655
```

Calculated values
LUMO = 0.991 eV
SMILES = C1=NCc2cccn21
frontier orbital gap = 9.431 eV


--- c ---
This record from the OMol25 dataset describes an isolated molecule of C6H6N2. The level of theory is ωB97M-V/def2-TZVPD.

```
14
Properties=species:S:1:pos:R:3
C -0.825 -2.235 -0.616
C -0.200 -1.150 -0.101
C 0.357 0.111 -0.694
H 0.628 -0.505 2.945
H 1.142 -0.108 -1.451
H -1.062 1.766 -0.218
C 1.105 -0.089 1.998
C 0.524 -0.472 0.746
H -1.677 2.130 -2.464
H 0.719 0.970 2.128
N -0.817 1.622 -2.269
N -1.425 -3.165 -0.957
C -0.636 1.203 -1.070
H 2.166 -0.077 2.022
```

Calculated values
LUMO = 0.115 eV
SMILES = [H]/N=C/[C@H]1C(C)=C1C#N
frontier orbital gap = 9.638 eV


--- d ---
This record from the OMol25 dataset describes a cluster of 2 separate species, C6H6N2 in total. The level of theory is ωB97M-V/def2-TZVPD.

```
14
Properties=species:S:1:pos:R:3
C 0.726 0.641 0.224
H -3.623 0.487 -0.497
H -2.937 -1.571 0.787
N 0.610 1.901 0.193
H 2.425 -1.912 -0.338
H 1.395 2.536 -0.157
C 1.713 -1.208 0.007
N 2.087 0.045 -0.289
C -0.420 -0.194 0.152
H -1.841 1.440 -0.545
C -2.851 -0.360 -0.090
C 0.198 -1.363 0.103
H -0.384 -2.132 0.023
C -1.686 0.406 -0.162
```

Calculated values
LUMO = -0.743 eV
frontier orbital gap = 8.377 eV


Stability, highest: a


--- a ---
This record from the OMol25 dataset describes an isolated molecule of C6H6N2. The level of theory is ωB97M-V/def2-TZVPD.

```
14
Properties=species:S:1:pos:R:3
H 0.063 0.759 2.057
H -1.698 0.988 -0.785
C 1.928 -1.314 0.188
C 2.193 0.863 -0.438
C -0.328 -0.254 0.177
N 2.620 -0.430 -0.539
H 2.485 -2.195 0.474
C 0.405 0.716 1.035
N 1.383 1.349 0.479
C 0.593 -1.222 0.373
H 2.859 1.551 -0.885
H -2.313 -0.247 0.515
H -1.586 -0.692 -1.351
C -1.687 -0.071 -0.412
```

Calculated values
LUMO = 0.293 eV
frontier orbital gap = 9.007 eV


--- b ---
This record from the OMol25 dataset describes an isolated molecule of C6H6N2. The level of theory is ωB97M-V/def2-TZVPD.

```
14
Properties=species:S:1:pos:R:3
C 2.140 0.063 -0.038
H 1.720 -2.001 0.046
C -0.005 0.670 -0.011
H -3.186 0.032 0.095
C -2.117 -0.067 -0.012
H 3.217 0.051 0.069
C -1.330 -1.178 -0.030
H 1.612 2.204 0.008
N -1.358 1.106 0.007
N 1.346 -1.087 0.004
H -1.655 2.050 -0.026
C 1.316 1.165 0.017
C 0.010 -0.697 0.024
H -1.710 -2.207 0.037
```

Calculated values
LUMO = 1.178 eV
SMILES = c1cc2[nH]ccc2[nH]1
frontier orbital gap = 8.578 eV


Stability, highest: b


--- a ---
This record from the OMol25 dataset describes a cluster of 2 separate species, C8H15NO4 in total. The level of theory is ωB97M-V/def2-TZVPD.

```
28
Properties=species:S:1:pos:R:3
H 3.142 -1.832 1.542
H 0.970 -1.548 -1.993
H 0.833 0.381 1.399
H 1.519 0.149 -1.889
C 0.790 2.934 -0.230
C -0.164 2.097 0.043
O 0.670 -1.797 0.342
O -3.754 -1.766 -0.405
H -1.443 0.123 1.678
C 1.667 -0.800 -1.564
C -2.015 0.874 1.209
H -4.025 0.217 1.268
H -0.097 -1.850 -0.209
H 0.524 3.834 -0.511
C -2.942 -0.905 -0.289
H -3.644 1.338 -0.148
H 3.222 -2.402 -0.141
H -1.274 -0.152 -0.846
H -2.231 1.742 1.823
O 1.374 0.296 0.551
N -1.061 1.338 0.219
C -3.275 0.418 0.468
H 2.720 -0.981 -1.866
C 3.038 -1.550 0.457
H 1.839 2.575 -0.168
H 3.660 -0.744 0.150
O -1.740 -0.999 -0.868
C 1.699 -0.990 -0.020
```

Calculated values
LUMO = 0.559 eV
SMILES = C=C=NCCC(=O)O.CC(C)(O)O
frontier orbital gap = 9.291 eV


--- b ---
This record from the OMol25 dataset describes a cluster of 2 separate species, C8H15NO4 in total. The level of theory is ωB97M-V/def2-TZVPD.

```
28
Properties=species:S:1:pos:R:3
H 3.013 -0.384 1.046
H -2.929 -0.815 0.385
H 1.533 -0.691 -1.533
C 1.458 2.056 0.442
O -0.488 -1.857 -1.311
C 0.570 -2.653 -1.425
H -1.028 2.237 -1.013
H 2.101 2.979 0.185
H -1.915 1.620 2.196
O -1.286 1.794 1.455
H 3.341 -1.140 -1.463
H -0.301 -1.257 -0.444
O 0.498 -3.528 -2.248
C -2.604 -0.137 1.054
H -3.494 0.453 1.228
C 1.609 0.789 0.344
H 1.437 -2.113 0.611
H -2.481 1.446 -1.070
H 2.382 -3.131 -0.561
O -0.259 -0.083 0.642
H -2.330 -0.851 1.874
C 1.738 -2.363 -0.508
C -1.499 1.267 -0.904
H -1.150 0.716 -1.743
C -1.402 0.694 0.563
H 0.578 2.461 0.756
N 2.438 -0.175 0.239
C 2.308 -1.015 -0.922
```

Calculated values
LUMO = 0.250 eV
frontier orbital gap = 9.382 eV


Stability, highest: a


--- a ---
This record from the OMol25 dataset describes an isolated molecule of C9H9NO. The level of theory is ωB97M-V/def2-TZVPD.

```
20
Properties=species:S:1:pos:R:3
H 1.354 2.007 -0.093
C 0.166 -1.793 -0.270
C -1.437 1.630 -0.086
N 3.388 -0.030 0.045
O -2.829 -1.777 0.125
C 1.512 -1.458 0.025
H -3.554 0.881 -0.586
H -1.307 2.113 -1.019
H -2.914 0.730 1.254
C -2.674 0.676 0.068
C -2.167 -0.781 -0.101
H 2.192 -2.288 0.125
C 1.987 -0.135 -0.083
H -0.089 -2.923 -0.274
C 1.085 0.958 -0.213
H 3.764 0.851 0.632
C -0.707 -0.685 -0.333
H 3.796 -0.968 0.230
H -1.304 2.396 0.719
C -0.264 0.597 -0.164
```

Calculated values
LUMO = 0.495 eV
SMILES = Nc1ccc2c(c1)CCC2=O
frontier orbital gap = 8.933 eV


--- b ---
This record from the OMol25 dataset describes an isolated molecule of C9H9NO. The level of theory is ωB97M-V/def2-TZVPD.

```
20
Properties=species:S:1:pos:R:3
H -3.373 1.780 -0.135
C 2.518 1.202 -0.433
H -3.285 -0.514 -1.381
H 1.289 -0.999 1.812
C -1.436 1.646 0.532
H 1.564 -1.430 -1.188
H -1.435 2.659 0.809
C -1.291 -0.916 -0.558
C -0.294 0.930 0.685
H -1.193 -1.852 -1.072
H 2.827 -1.994 -0.251
N 2.644 0.044 -0.192
C 0.882 -1.298 0.787
C -0.259 -0.428 0.284
C -2.514 1.127 -0.126
C 2.034 -1.275 -0.221
O 2.496 2.383 -0.462
H 0.624 -2.342 0.840
C -2.467 -0.120 -0.741
H 0.667 1.397 1.011
```

Calculated values
LUMO = 0.783 eV
SMILES = O=C=NCCc1ccccc1
frontier orbital gap = 9.976 eV


Stability, highest: b